Run i
The following is a DFT calculation (ωB97M-V/def2-TZVPD) of a gas-phase ion, C5H13N2 (charge +1).

As for the expectation value of S²: 2.0075. The gap between HOMO and LUMO (spin up / spin down) is 0.28698 / 0.28370 Eh. The LUMO energy (spin up / spin down) comes out at -2.7 / -7.2 eV.

Geometry as ORCA input:
```
! RIJCOSX wB97M-V def2-TZVPD def2/J DEFGRID3
* xyz 1 3
C -0.18876 -0.37379 -0.95825
C -0.86938 -1.05333 0.97214
C -2.55679 0.34400 0.03111
C 2.19020 -0.77456 -0.04621
C 0.94511 1.34992 0.18206
N -1.33892 -0.39488 -0.01624
N 0.86299 -0.18907 -0.01095
H -0.17175 -1.26223 -1.66988
H -0.23223 0.40398 -1.68980
H -1.46907 -1.01348 1.92916
H -0.16062 -1.87587 0.89797
H -2.56608 1.04124 -0.96372
H -3.50725 -0.19246 -0.02856
H -2.57416 0.98798 1.01557
H 2.91374 -0.10118 -0.57927
H 2.43236 -1.08294 0.99192
H 2.19241 -1.67840 -0.69069
H 0.03821 1.73123 -0.05413
H 1.37656 1.54639 1.09894
H 1.70855 1.86675 -0.49116
*
```

natural (NBO) population analysis, charges in e, atoms 1 to 8: -0.102 -0.328 -0.437 -0.464 -0.406 -0.288 -0.075 0.247

Run ii
The following is a DFT calculation (ωB97M-V/def2-TZVPD) of 2 unconnected molecules or ions with the total composition C5H13N2.

As for the expectation value of S²: 2.0033. The gap between HOMO and LUMO (spin up / spin down) is 0.18945 / 0.29099 Eh. The LUMO energy (spin up / spin down) comes out at -2.7 / -6.9 eV.

Geometry as ORCA input:
```
! RIJCOSX wB97M-V def2-TZVPD def2/J DEFGRID3
* xyz 1 3
C -1.31047 -2.23667 0.83725
C -0.49383 -2.28433 -0.06221
C 0.24806 -2.24134 -1.27046
C -0.82747 1.22054 -0.76502
C 0.58911 0.83197 -0.18499
N 0.16393 0.27509 1.17815
N 1.36392 2.10699 0.21048
H -0.16267 -0.75196 0.88772
H -1.84139 -2.49685 1.73120
H 1.18774 -2.59018 -1.06707
H 0.28681 -1.27685 -1.62538
H -0.34160 -2.87515 -1.93717
H -1.34300 0.31395 -0.94651
H -1.39001 1.68238 0.01761
H -0.71942 1.84166 -1.63492
H 0.80563 0.37620 1.91438
H -0.62333 0.76560 1.65622
H 2.00410 1.83995 0.98330
H 0.67192 2.87514 0.59911
H 1.73197 2.62384 -0.52169
*
```

natural (NBO) population analysis, charges in e, atoms 1 to 8: -0.257 0.018 -0.692 -0.704 0.453 -0.887 -0.966 0.455

The least stable of them is run ii.

Run i
The following is a DFT calculation (ωB97M-V/def2-TZVPD) of 2 unconnected molecules or ions with the total composition C2H3BrS.

The gap between HOMO and LUMO (spin up / spin down) is 0.23199 / 0.23204 Eh. The LUMO energy (spin up / spin down) comes out at -1.9 / -1.9 eV.

Geometry as ORCA input:
```
! RIJCOSX wB97M-V def2-TZVPD def2/J DEFGRID3
* xyz 0 1
C 1.07618 -1.30148 0.02858
C 0.14279 -0.22726 0.00511
S 1.65564 -2.72296 0.02510
Br 3.50111 0.57116 -0.10819
H -0.69918 -0.66275 0.46341
H -0.02386 -0.08287 -0.99569
H 0.49202 0.62190 0.41337
*
```

natural (NBO) charges, unit e, in atom order: 0.119 -0.745 0.482 -0.701 0.258 0.285 0.303

Run ii
The following is a DFT calculation (ωB97M-V/def2-TZVPD) of 2 unconnected molecules or ions with the total composition C2H3BrS.

The gap between HOMO and LUMO (spin up / spin down) is 0.27687 / 0.34245 Eh. The LUMO energy (spin up / spin down) comes out at -0.2 / -0.4 eV.

Geometry as ORCA input:
```
! RIJCOSX wB97M-V def2-TZVPD def2/J DEFGRID3
* xyz 0 1
C 0.47641 0.09211 -0.68956
C -0.60694 0.20608 0.26858
S -0.00490 1.78592 0.04516
Br -2.29186 -0.49040 0.26079
H 1.42259 -0.06657 -0.34683
H 0.21972 -0.15056 -1.70972
H 0.78498 -1.37657 2.17158
*
```

natural (NBO) charges, unit e, in atom order: -0.438 -0.351 0.205 0.147 0.223 0.218 -0.004

The least stable of them is run ii.

Run i
The following is a DFT calculation (ωB97M-V/def2-TZVPD) of a gas-phase ion, C9H12NO3 (charge +1).

The gap between HOMO and LUMO is 0.36479 Eh. The LUMO energy comes out at -4.1 eV.

Geometry as ORCA input:
```
! RIJCOSX wB97M-V def2-TZVPD def2/J DEFGRID3
* xyz 1 1
C -1.27035 0.33498 -1.82505
C -0.42854 -0.50520 -2.48088
C 0.91096 -0.98877 -0.44151
C -1.14114 0.64241 -0.41151
C 0.66978 -1.06318 -1.76815
C -0.15746 -0.08702 0.22915
C -1.86602 1.67285 0.25279
C 1.30814 1.16770 1.77057
C -0.24102 -0.79545 2.44760
N 1.62380 -1.88842 -2.51023
O 1.45117 -2.14674 -3.69435
O 2.50865 -2.35083 -1.80071
O 0.07482 0.32610 1.63011
H -1.96802 1.01691 -2.42025
H -0.74548 -0.76229 -3.47275
H 1.70343 -1.34018 0.16294
H -2.58025 2.14081 -0.45501
H -2.47647 1.50367 1.19673
H -1.09452 2.47493 0.58837
H 1.21066 1.69602 0.87408
H 1.20173 1.81161 2.63739
H 2.20903 0.43971 1.71834
H -1.02797 -1.54047 2.03377
H 0.64345 -1.43005 2.37690
H -0.51839 -0.32911 3.36165
*
```

natural (NBO) population analysis, charges in e, atoms 1 to 8: -0.162 -0.166 -0.190 -0.038 0.040 0.246 -0.665 -0.223

Run ii
The following is a DFT calculation (ωB97M-V/def2-TZVPD) of a gas-phase ion, C9H12NO3 (charge +1).

The gap between HOMO and LUMO is 0.28069 Eh. The LUMO energy comes out at -5.4 eV.

Geometry as ORCA input:
```
! RIJCOSX wB97M-V def2-TZVPD def2/J DEFGRID3
* xyz 1 1
C -0.70293 -2.36637 -2.51337
C -0.35067 -1.70104 -1.32165
C -1.89738 -1.90918 -2.98606
C -1.44414 -0.82669 -1.07047
C 0.82329 1.99342 1.85849
C -0.32040 -0.22873 1.85012
C 1.76497 1.62371 -0.13708
C -1.75615 0.09559 -0.11780
C 1.00285 0.46430 1.78537
N 1.50470 0.28101 0.41034
O -2.40365 -1.04984 -2.08258
O 0.79451 2.42503 0.50300
O -1.25062 0.43658 0.97790
H -0.25650 -3.19731 -2.91522
H 0.50890 -1.70805 -0.72495
H -2.33035 -2.07896 -3.99729
H -0.17325 2.37262 2.28489
H 1.59290 2.59709 2.32007
H -0.10886 -1.31884 1.64113
H -0.65797 0.02890 2.89206
H 2.73372 2.04542 0.05940
H 1.46581 1.58241 -1.25859
H -2.57233 0.67734 -0.38893
H 1.66200 0.17337 2.57068
H 2.37156 -0.41181 0.36050
*
```

natural (NBO) population analysis, charges in e, atoms 1 to 8: -0.317 -0.072 0.257 0.073 -0.103 -0.080 0.087 0.419

The least stable of them is run i.

Run i
The following is a DFT calculation (ωB97M-V/def2-TZVPD) of 6 unconnected molecules or ions with the total composition C6H24NO6.

The gap between HOMO and LUMO is 0.25800 Eh. The LUMO energy comes out at 2.9 eV.

Geometry as ORCA input:
```
! RIJCOSX wB97M-V def2-TZVPD def2/J DEFGRID3
* xyz -1 1
C -1.60741 1.49876 0.15431
N -0.44092 0.57988 0.14921
C -0.77483 -0.85270 0.35549
C 0.48629 -1.67067 0.09137
C 0.06019 -2.99919 -0.71536
O -1.26591 -3.15443 -0.78549
C -1.31736 -1.13514 1.76472
C -1.10853 2.95234 0.01673
H -2.22652 1.39521 1.09079
H -2.23260 1.21338 -0.69664
H 0.33046 0.91392 0.77553
H -1.56201 -1.15577 -0.37447
H 0.97280 -1.96908 0.99858
H 1.22477 -1.15163 -0.49216
H 0.51964 -3.85903 -0.20439
H 0.53474 -2.91955 -1.73875
H -0.62023 -0.90308 2.51673
H -2.24841 -0.56323 1.97441
H -1.59897 -2.25185 1.79362
H -0.48374 3.21519 0.90587
H -1.95523 3.62221 -0.05596
H -0.43883 3.06621 -0.86544
H 2.52256 1.50710 1.78510
H 3.04965 1.80881 0.37065
O 3.26248 1.86345 1.31790
H 1.99937 1.22228 -1.72622
H 3.49456 1.09938 -1.70244
O 2.79301 1.64526 -1.34140
H -1.91902 -2.40957 -1.83162
H -1.59551 -0.98166 -2.55131
O -2.23064 -1.70476 -2.57973
H 0.38968 1.01800 2.93321
H 1.18252 -0.23835 2.50509
O 1.22860 0.72977 2.68246
H 0.15645 0.60702 -1.61697
H 0.74913 -0.49456 -2.45718
O 0.66977 0.45608 -2.44624
*
```

natural (NBO) population analysis, charges in e, atoms 1 to 8: -0.214 -0.693 -0.095 -0.468 -0.001 -0.909 -0.628 -0.617

Run ii
The following is a DFT calculation (ωB97M-V/def2-TZVPD) of 6 unconnected molecules or ions with the total composition C6H24NO6.

The gap between HOMO and LUMO is 0.32054 Eh. The LUMO energy comes out at 3.1 eV.

Geometry as ORCA input:
```
! RIJCOSX wB97M-V def2-TZVPD def2/J DEFGRID3
* xyz -1 1
C -1.05772 0.59352 -0.34747
N -1.12611 1.17686 1.02900
C 0.14588 1.76295 1.52129
O 0.14851 3.15305 1.36861
C -0.08478 -0.57598 -0.42050
C -0.14275 -1.69487 0.58564
C 0.35504 -3.03420 0.00833
C 1.88021 -2.96575 -0.34047
H -2.04637 0.17799 -0.55823
H -0.76330 1.37350 -1.05338
H -1.78011 1.94839 0.97185
H 0.98347 1.30506 1.00316
H 0.17197 1.56067 2.59377
H -0.05996 -0.92496 -1.46341
H 0.94846 -0.20269 -0.43356
H 0.41133 -1.49597 1.51263
H -1.12320 -1.88873 1.05120
H -0.10483 -3.20414 -0.96428
H 0.18535 -3.82191 0.73517
H 2.40289 -3.76984 0.19356
H 2.01863 -3.08321 -1.40964
H 2.41658 -2.09279 0.03514
H -3.41791 -2.66493 0.33258
H -2.33703 -2.35472 -0.64202
O -3.15279 -2.85941 -0.57480
H 0.46224 3.40708 0.45093
H 1.82184 4.15205 -1.20957
O 1.13922 3.50145 -1.02872
H -2.93592 0.20433 3.18261
H -2.23431 -0.49771 2.10254
O -2.73871 -0.69854 2.90757
H 0.60348 2.03304 -3.52512
H 0.57421 3.14212 -2.34285
O 0.22674 2.88662 -3.30320
H 3.15508 1.68768 -0.01508
H 2.11531 2.18278 -1.00521
O 2.93932 1.58123 -0.94808
*
```

natural (NBO) population analysis, charges in e, atoms 1 to 8: -0.225 -0.698 0.089 -0.790 -0.458 -0.412 -0.391 -0.621

The least stable of them is run i.

Run i
The following is a DFT calculation (ωB97M-V/def2-TZVPD) of a molecular structure, C7H9NO.

The gap between HOMO and LUMO is 0.36363 Eh. The LUMO energy comes out at 0.7 eV.

Geometry as ORCA input:
```
! RIJCOSX wB97M-V def2-TZVPD def2/J DEFGRID3
* xyz 0 1
C -0.47265 -0.44571 -1.27207
C -0.02169 0.68739 -2.26947
C 0.43534 1.68647 -1.33358
C 0.66256 1.30656 -0.03619
C -0.07191 -0.11966 0.10329
C 0.51290 -1.35147 0.81845
C -0.10318 -0.70666 2.09617
H 1.04872 0.10208 -2.67603
H -0.81932 0.65467 -3.10035
H 0.41883 2.78283 -1.37116
H 1.05807 2.00823 0.77854
H -0.37130 -2.36202 0.89124
H 1.72655 -1.70238 0.82912
H -0.43018 -1.42363 2.91294
H 0.61627 -0.04370 2.56723
H -1.93174 0.63060 1.36310
N -1.20897 -0.26803 1.26004
O -1.04831 -1.43559 -1.56126
*
```

natural (NBO) population analysis, charges in e, atoms 1 to 8: 0.596 -0.560 -0.204 -0.212 -0.068 -0.404 -0.237 0.246

Run ii
The following is a DFT calculation (ωB97M-V/def2-TZVPD) of C7H9NO in the gas phase.

Its SMILES is [H]/N=C/CC#C/C=C(/C)O. The gap between HOMO and LUMO is 0.32943 Eh. The LUMO energy comes out at 0.8 eV.

Geometry as ORCA input:
```
! RIJCOSX wB97M-V def2-TZVPD def2/J DEFGRID3
* xyz 0 1
H 2.04343 -3.48725 -3.40477
N 1.19044 -3.47672 -2.95386
C 1.00813 -2.50194 -2.18957
C -0.08489 -2.54654 -1.06615
C -0.24173 -1.30344 -0.31865
C -0.48017 -0.22426 0.17796
C -1.02339 0.92484 0.84541
C -0.36427 2.11100 1.26932
C -0.72721 3.15084 2.23440
O 0.95240 2.33319 0.92075
H 1.47173 -1.47014 -2.33916
H -1.03089 -2.83253 -1.59828
H 0.32177 -3.35204 -0.40711
H -2.02084 0.66279 1.07690
H -0.23628 4.09821 1.73164
H -0.18395 2.95381 3.18510
H -1.74326 3.32785 2.50100
H 1.14900 1.63233 0.33508
*
```

natural (NBO) population analysis, charges in e, atoms 1 to 8: 0.348 -0.635 0.186 -0.555 -0.002 -0.061 -0.422 0.390

The least stable of them is run i.

Run i
The following is a DFT calculation (ωB97M-V/def2-TZVPD) of 2 unconnected molecules or ions with the total composition C4H6FNO2.

Its SMILES is N#C[C@@H](O)C(=O)F.C. The gap between HOMO and LUMO is 0.44347 Eh. The LUMO energy comes out at 0.1 eV.

Geometry as ORCA input:
```
! RIJCOSX wB97M-V def2-TZVPD def2/J DEFGRID3
* xyz 0 1
N -0.85611 -0.47628 -2.29648
C -0.88481 -0.76127 -1.19074
C -0.97716 -1.10398 0.27339
O -0.26049 -2.35243 0.30805
C -0.65391 -0.10037 1.29924
O -0.08466 -0.29174 2.33430
F -1.15826 1.11849 1.04616
H -2.15340 -1.29618 0.26221
H -0.09260 -2.54768 1.21317
C 1.44756 1.53227 -0.62035
H 2.13310 1.09348 -1.37771
H 0.51764 0.88741 -0.44675
H 2.05584 1.89276 0.24649
H 0.96725 2.40552 -1.05099
*
```

natural (NBO) population analysis, charges in e, atoms 1 to 8: -0.267 0.259 -0.123 -0.657 0.846 -0.495 -0.311 0.258

Run ii
The following is a DFT calculation (ωB97M-V/def2-TZVPD) of 2 unconnected molecules or ions with the total composition C4H6FNO2.

The gap between HOMO and LUMO is 0.37331 Eh. The LUMO energy comes out at 0.8 eV.

Geometry as ORCA input:
```
! RIJCOSX wB97M-V def2-TZVPD def2/J DEFGRID3
* xyz 0 1
C -0.87681 0.79615 -0.09936
C -0.17563 -1.61279 0.63254
C 0.13082 -0.26374 0.09635
C 1.97092 0.70730 0.18720
N -1.82669 0.59958 -0.99532
O -0.84412 1.81238 0.53653
O 0.18228 -1.34271 -0.73784
F 2.72468 -0.11204 -0.56387
H 0.62960 -2.03922 1.13159
H -1.27855 -1.68106 0.90500
H 2.36720 0.61281 1.29026
H 1.57463 1.71877 -0.10650
H -1.91091 -0.36265 -1.36542
H -2.66741 1.16725 -0.91115
*
```

natural (NBO) population analysis, charges in e, atoms 1 to 8: 0.589 -0.129 0.131 0.063 -0.802 -0.616 -0.482 -0.339

The least stable of them is run ii.